# 1
The following is a DFT calculation (wB97M-V/def2-TZVPD) of a cluster of 2 separate species, C9H13Cl2NSi in total at a distorted geometry.

The geometry in ORCA input format:
```
! wB97M-V def2-TZVPD RIJCOSX def2/J DEFGRID3
* xyz 0 1
C -3.28 1.45 -0.40
C -3.20 0.37 -1.26
C -2.30 1.63 0.57
C -2.17 -0.54 -1.15
C -1.27 0.72 0.69
C -1.19 -0.42 -0.14
C -0.11 -2.49 -0.70
C 2.92 0.11 2.23
C 2.14 1.18 -0.69
N -0.29 -1.36 0.17
Si 2.45 -0.32 0.45
Cl 3.61 2.23 -0.71
Cl 3.60 -1.71 -0.42
H -4.10 2.15 -0.48
H -3.95 0.23 -2.02
H -2.35 2.48 1.23
H -2.14 -1.39 -1.83
H -0.50 0.84 1.44
H -1.02 -3.11 -0.70
H 0.12 -2.23 -1.74
H 0.70 -3.10 -0.30
H 2.42 -0.54 2.94
H 3.99 -0.01 2.38
H 2.65 1.13 2.47
H 1.95 0.89 -1.72
H 1.31 1.80 -0.35
*
```

Kohn-Sham gap (alpha / beta)	6.72 / 5.59	eV
HOMO level (alpha / beta)	-7.29 / -6.65	eV
energy above the lowest of the compared OMol25 structures with the same formula, charge and spin	0.0	kcal/mol
LUMO (alpha / beta)	-0.573 / -1.055	eV

---

# 2
The following is a DFT calculation (wB97M-V/def2-TZVPD) of a structure of composition C3HFO2Sn at a distorted geometry.

The geometry in ORCA input format:
```
! wB97M-V def2-TZVPD RIJCOSX def2/J DEFGRID3
* xyz 2 1
H 1.84 -0.71 0.96
O -0.52 0.64 0.98
O 0.24 -0.68 -0.55
C 0.78 0.83 1.14
C 1.39 -0.04 0.10
C -0.82 -0.24 -0.05
F 2.19 0.51 -0.78
Sn -2.75 -0.74 -0.59
*
```

Kohn-Sham gap (alpha / beta)	6.19 / 6.20	eV
HOMO level (alpha / beta)	-19.32 / -19.32	eV
energy above the lowest of the compared OMol25 structures with the same formula, charge and spin	0.0	kcal/mol
LUMO (alpha / beta)	-13.128 / -13.128	eV

---

# 3
The following is a DFT calculation (wB97M-V/def2-TZVPD) of the molecule C5H11NO at a distorted geometry.

The geometry in ORCA input format:
```
! wB97M-V def2-TZVPD RIJCOSX def2/J DEFGRID3
* xyz 0 1
C -0.50 1.26 -1.52
C 0.28 0.67 -0.29
C 1.70 0.18 -0.56
O 2.11 -0.90 -0.91
N -0.73 -0.19 0.39
C -0.48 -1.64 0.02
C -0.55 -0.06 1.88
H 0.02 2.13 -1.97
H -0.32 0.50 -2.27
H -1.48 1.62 -1.24
H 0.54 1.58 0.30
H 2.42 0.98 -0.36
H 0.30 -2.08 0.60
H -0.51 -1.81 -1.05
H -1.41 -2.10 0.39
H 0.26 -0.78 2.16
H -0.15 0.92 2.09
H -1.50 -0.29 2.33
*
```

Kohn-Sham gap	9.68	eV
HOMO level	-8.76	eV
energy above the lowest of the compared OMol25 structures with the same formula, charge and spin	61.4	kcal/mol
LUMO	0.917	eV

---

# 4
The following is a DFT calculation (wB97M-V/def2-TZVPD) of a cluster of 8 separate species, C42H60N2O16S in total at a distorted geometry.

The geometry in ORCA input format:
```
! wB97M-V def2-TZVPD RIJCOSX def2/J DEFGRID3
* xyz 0 1
C -5.46 1.25 2.41
O -4.33 2.01 2.10
C -4.08 1.99 0.72
C -2.82 2.76 0.27
N -1.61 2.17 0.95
H -1.57 1.19 0.70
H -0.76 2.50 0.53
C -1.54 2.22 2.50
C -1.54 3.65 3.05
O -0.88 4.62 2.21
C 0.47 4.69 2.28
H -6.34 1.32 1.77
H -5.81 1.55 3.40
H -5.24 0.20 2.64
H -4.88 2.20 0.00
H -3.93 0.97 0.35
H -2.89 3.84 0.37
H -2.77 2.50 -0.78
H -0.58 1.78 2.77
H -2.34 1.66 3.00
H -1.03 3.75 4.01
H -2.58 3.88 3.27
H 0.92 3.85 1.76
H 0.87 4.82 3.29
H 0.94 5.48 1.70
C -2.40 0.65 -3.82
O -1.54 1.82 -3.74
C -0.26 1.68 -4.19
C 0.44 3.02 -4.23
N 0.27 3.59 -2.86
H -0.73 3.64 -2.75
H 0.58 2.99 -2.11
C 0.82 5.00 -2.59
C 0.54 5.46 -1.24
O -0.86 5.26 -1.04
C -1.37 6.57 -0.61
H -3.34 0.79 -3.27
H -1.86 -0.21 -3.44
H -2.73 0.38 -4.82
H -0.16 1.16 -5.14
H 0.31 1.06 -3.50
H -0.01 3.70 -4.96
H 1.51 3.03 -4.42
H 0.22 5.58 -3.31
H 1.86 4.83 -2.86
H 0.81 6.51 -1.11
H 1.15 4.82 -0.60
H -0.91 6.94 0.30
H -2.37 6.47 -0.19
H -1.40 7.39 -1.33
O -0.71 -0.53 0.80
C 0.16 -0.38 -0.30
C 1.36 0.74 -0.28
O 0.97 2.13 -0.27
H -0.48 -0.30 -1.18
H 0.64 -1.35 -0.38
H 2.00 0.50 -1.13
H 2.05 0.41 0.50
C 2.91 -1.21 3.08
C 2.12 -0.20 3.42
C 2.59 1.18 3.63
O 1.96 2.11 4.04
C 4.05 1.25 3.52
C 4.87 0.21 3.27
C 4.37 -1.15 3.14
O 5.07 -2.16 2.92
H 2.62 -2.12 2.59
H 1.06 -0.31 3.26
H 4.55 2.21 3.52
H 5.94 0.34 3.14
C -4.59 -2.61 1.72
C -4.29 -1.84 0.68
C -5.30 -1.19 -0.16
O -5.08 -0.80 -1.37
C -6.57 -1.18 0.48
C -6.87 -1.92 1.62
C -5.94 -2.77 2.28
O -6.27 -3.44 3.28
H -3.69 -2.93 2.24
H -3.25 -1.61 0.46
H -7.20 -0.44 0.02
H -7.89 -1.77 1.95
C 1.13 -3.90 -2.21
C -0.20 -3.76 -2.37
C -0.91 -4.48 -3.41
O -2.13 -4.45 -3.61
C -0.08 -5.31 -4.35
C 1.28 -5.46 -4.18
C 2.04 -4.71 -3.09
O 3.27 -4.80 -2.94
H 1.48 -3.48 -1.28
H -0.82 -3.28 -1.62
H -0.43 -5.95 -5.15
H 1.85 -6.12 -4.82
C 0.12 -5.68 3.15
C -0.95 -5.99 2.35
C -1.50 -5.13 1.34
O -2.39 -5.44 0.60
C -0.87 -3.88 1.20
C 0.18 -3.55 2.04
C 0.77 -4.39 3.07
O 1.68 -4.07 3.74
H 0.29 -6.40 3.93
H -1.34 -6.98 2.51
H -1.36 -3.19 0.53
H 0.56 -2.58 1.78
C 5.85 -2.77 -0.44
C 4.67 -1.98 -0.93
C 5.13 -0.56 -0.87
S 6.87 -0.54 -1.43
O 7.71 0.04 -0.39
O 6.87 -0.06 -2.78
C 7.02 -2.39 -1.32
H 5.52 -3.80 -0.52
H 6.09 -2.54 0.60
H 3.76 -2.21 -0.38
H 4.38 -2.38 -1.90
H 4.97 -0.20 0.15
H 4.58 -0.02 -1.63
H 7.95 -2.78 -0.90
H 6.98 -2.68 -2.37
*
```

Kohn-Sham gap	4.24	eV
HOMO level	-6.43	eV
LUMO	-2.186	eV

---

# 5
The following is a DFT calculation (wB97M-V/def2-TZVPD) of a structure of composition C16H10Br2MnN3OS2 at a distorted geometry.

The geometry in ORCA input format:
```
! wB97M-V def2-TZVPD RIJCOSX def2/J DEFGRID3
* xyz -1 6
Mn -0.16 -0.21 -0.07
C -2.32 -0.17 2.69
C -0.88 -0.10 3.11
C -0.52 -0.09 4.48
C 0.78 -0.04 4.84
C 1.79 0.02 3.85
C 3.18 0.07 4.11
Br 3.83 0.07 5.91
C 4.07 0.13 3.09
C 3.64 0.15 1.76
Br 4.93 0.27 0.38
C 2.29 0.12 1.39
O 1.86 0.18 0.19
C 1.36 0.03 2.51
N 0.04 -0.04 2.18
H -2.96 -0.39 3.53
H -2.45 -0.94 1.92
H -2.63 0.77 2.24
H -1.30 -0.14 5.23
H 1.06 -0.04 5.88
H 5.13 0.17 3.30
S -2.55 0.43 -0.92
C -1.82 1.96 -0.61
C -2.52 3.17 -0.39
C -1.83 4.31 -0.07
C -0.43 4.28 0.03
C 0.19 3.08 -0.21
N -0.47 1.96 -0.53
H -3.60 3.16 -0.46
H -2.36 5.24 0.11
H 0.14 5.16 0.29
H 1.27 2.98 -0.16
S -0.10 -4.93 -0.05
C -0.13 -3.31 -0.24
N -0.16 -2.15 -0.37
*
```

Kohn-Sham gap (alpha / beta)	7.07 / 7.39	eV
HOMO level (alpha / beta)	-4.69 / -5.00	eV
energy above the lowest of the compared OMol25 structures with the same formula, charge and spin	6.1	kcal/mol
LUMO (alpha / beta)	2.385 / 2.384	eV

---

# 6
The following is a DFT calculation (wB97M-V/def2-TZVPD) of a structure of composition C31H44Cl2NPPd at a distorted geometry.

The geometry in ORCA input format:
```
! wB97M-V def2-TZVPD RIJCOSX def2/J DEFGRID3
* xyz -2 5
P -0.46 5.59 -2.01
C -1.86 6.88 -1.91
C -1.63 8.34 -2.33
C -2.85 9.23 -2.02
C -4.17 8.67 -2.56
C -4.37 7.18 -2.25
C -3.12 6.36 -2.61
C -0.13 5.39 -3.87
C -0.23 6.65 -4.73
C 0.23 6.34 -6.16
C -0.54 5.17 -6.79
C -0.62 3.94 -5.89
C -1.03 4.29 -4.45
C 0.97 6.70 -1.56
C 0.85 7.24 -0.12
C 2.00 8.20 0.25
C 3.39 7.60 0.00
C 3.51 7.00 -1.40
C 2.35 6.05 -1.75
H -2.02 6.86 -0.81
H -1.45 8.39 -3.41
H -0.75 8.78 -1.85
H -2.68 10.24 -2.43
H -2.94 9.33 -0.93
H -5.01 9.24 -2.13
H -4.21 8.82 -3.65
H -4.58 7.06 -1.18
H -5.23 6.78 -2.81
H -3.29 5.30 -2.37
H -2.98 6.42 -3.70
H 0.92 5.05 -3.90
H 1.29 6.06 -6.12
H 0.38 7.48 -4.33
H -1.28 7.00 -4.76
H 0.15 7.24 -6.78
H -0.06 4.89 -7.74
H -1.56 5.51 -7.04
H -1.33 3.20 -6.29
H 0.37 3.45 -5.86
H -0.99 3.40 -3.81
H -2.07 4.64 -4.45
H 0.88 7.54 -2.28
H -0.10 7.76 0.05
H 0.87 6.39 0.58
H 1.90 9.13 -0.34
H 1.91 8.49 1.31
H 3.57 6.82 0.74
H 4.16 8.37 0.14
H 4.46 6.46 -1.49
H 3.54 7.82 -2.14
H 2.48 5.70 -2.78
H 2.42 5.15 -1.11
Pd 0.07 0.67 -0.02
Cl 1.20 -0.96 -1.14
Cl -0.41 3.01 0.55
C -1.55 -0.22 -0.75
H -2.02 -0.87 0.01
C -3.20 0.46 -4.56
C -4.03 -0.13 -3.57
C -3.51 -0.41 -2.32
C -2.15 -0.07 -2.04
C -1.33 0.49 -3.04
C -1.86 0.77 -4.29
H -3.61 0.67 -5.54
H -5.07 -0.34 -3.82
H -4.11 -0.88 -1.53
H -0.29 0.66 -2.77
H -1.22 1.21 -5.06
N 0.19 -0.71 1.39
C -0.01 -1.97 1.72
C 0.20 -2.32 3.11
C 0.21 -3.65 3.50
C -0.21 -4.64 2.60
C -0.50 -4.33 1.26
C -0.40 -3.03 0.82
H 0.37 -1.47 3.78
H 0.55 -3.93 4.50
H -0.31 -5.67 2.96
H -0.80 -5.12 0.57
H -0.59 -2.76 -0.22
*
```

Kohn-Sham gap (alpha / beta)	3.39 / 4.58	eV
HOMO level (alpha / beta)	0.57 / -0.62	eV
LUMO (alpha / beta)	3.961 / 3.961	eV

---

# 7
The following is a DFT calculation (wB97M-V/def2-TZVPD) of a cluster of 5 separate species, C24H29FN5 in total.

The geometry in ORCA input format:
```
! wB97M-V def2-TZVPD RIJCOSX def2/J DEFGRID3
* xyz -1 1
C 1.90 -1.28 2.35
C 0.89 -0.53 3.24
C -0.46 -0.21 2.57
C -1.28 -1.46 2.26
N -0.38 0.47 1.32
F 0.58 1.65 1.64
H 2.52 -0.56 1.82
H 2.55 -1.91 2.96
H 1.40 -1.90 1.61
H 0.71 -1.07 4.18
H 1.33 0.43 3.53
H -1.04 0.34 3.36
H -1.32 -2.12 3.14
H -0.88 -2.00 1.41
H -2.30 -1.15 2.02
N -4.30 4.01 3.77
C -3.07 3.97 4.29
C -1.97 3.45 3.63
C -2.12 2.93 2.36
C -3.40 2.96 1.80
C -4.44 3.51 2.54
H -2.98 4.37 5.29
H -1.00 3.44 4.11
H -1.29 2.48 1.82
H -3.57 2.56 0.81
H -5.44 3.54 2.13
N 0.44 -4.01 0.02
C -0.07 -5.23 0.05
C -0.49 -5.91 -1.09
C -0.37 -5.27 -2.31
C 0.15 -3.99 -2.35
C 0.55 -3.41 -1.16
H -0.16 -5.69 1.03
H -0.90 -6.91 -1.01
H -0.69 -5.77 -3.22
H 0.25 -3.45 -3.28
H 0.96 -2.40 -1.14
N 4.21 3.30 2.87
C 3.05 3.16 2.22
C 2.91 3.34 0.85
C 4.03 3.68 0.11
C 5.24 3.83 0.77
C 5.27 3.63 2.14
H 2.19 2.86 2.81
H 1.94 3.18 0.40
H 3.96 3.82 -0.96
H 6.14 4.10 0.24
H 6.21 3.73 2.69
N -0.76 -1.76 -5.01
C -1.66 -2.43 -5.73
C -2.24 -1.94 -6.89
C -1.88 -0.67 -7.32
C -0.95 0.04 -6.57
C -0.42 -0.55 -5.43
H -1.92 -3.42 -5.36
H -2.96 -2.53 -7.43
H -2.31 -0.25 -8.21
H -0.64 1.03 -6.87
H 0.30 -0.02 -4.82
*
```

Kohn-Sham gap	4.76	eV
HOMO level	-2.46	eV
energy above the lowest of the compared OMol25 structures with the same formula, charge and spin	0.0	kcal/mol
LUMO	2.300	eV

---

# 8
The following is a DFT calculation (wB97M-V/def2-TZVPD) of a structure of composition C14H6Cl2NO6Ti.

The geometry in ORCA input format:
```
! wB97M-V def2-TZVPD RIJCOSX def2/J DEFGRID3
* xyz 1 1
Ti -0.44 0.14 -0.99
O -0.07 3.93 -0.39
C -0.61 2.88 -0.52
O -0.32 1.94 -1.46
C -1.79 2.36 0.28
C -2.85 3.07 0.80
C -4.03 2.38 1.06
C -4.17 1.04 0.68
C -3.06 0.40 0.17
N -1.90 1.04 0.10
C -3.03 -0.84 -0.71
O -3.81 -1.74 -0.65
O -2.02 -0.71 -1.59
H -2.77 4.14 0.92
H -4.89 2.92 1.45
H -5.12 0.53 0.72
Cl 5.77 -3.51 0.22
C 4.43 -2.43 0.09
C 4.67 -1.06 -0.06
C 3.62 -0.17 -0.16
Cl 3.91 1.51 -0.33
C 2.31 -0.63 -0.14
O 1.29 0.21 -0.26
C 2.08 -2.02 0.02
C 0.73 -2.49 0.12
O -0.29 -1.79 -0.04
C 3.14 -2.91 0.14
H 5.69 -0.69 -0.09
H 0.58 -3.54 0.37
H 2.96 -3.97 0.27
*
```

Kohn-Sham gap	6.62	eV
HOMO level	-12.35	eV
energy above the lowest of the compared OMol25 structures with the same formula, charge and spin	41.2	kcal/mol
LUMO	-5.735	eV

---

# 9
The following is a DFT calculation (wB97M-V/def2-TZVPD) of the molecule C6H6 at a distorted geometry.

The geometry in ORCA input format:
```
! wB97M-V def2-TZVPD RIJCOSX def2/J DEFGRID3
* xyz 0 1
C -0.05 -1.59 -0.40
C 0.75 -0.51 0.34
C 0.18 0.85 0.05
C 0.25 1.87 -0.90
C -1.23 2.11 -0.76
C -0.80 1.76 0.54
H 0.35 -2.59 -0.22
H -1.10 -1.57 -0.07
H -0.03 -1.39 -1.48
H 1.81 -0.57 0.03
H 0.74 -0.70 1.42
H -0.86 2.32 1.47
*
```

Kohn-Sham gap	8.71	eV
HOMO level	-8.74	eV
energy above the lowest of the compared OMol25 structures with the same formula, charge and spin	151.6	kcal/mol
LUMO	-0.023	eV

---

# 10
The following is a DFT calculation (wB97M-V/def2-TZVPD) of the molecule C4H7N3O at a distorted geometry.

The geometry in ORCA input format:
```
! wB97M-V def2-TZVPD RIJCOSX def2/J DEFGRID3
* xyz 0 3
C -0.83 1.72 1.02
C -0.30 0.48 1.09
C -1.75 1.78 -0.10
C 0.17 -0.62 -1.24
N -1.71 0.58 -0.75
N -0.86 -0.35 -0.21
N 0.70 -0.15 1.77
O -2.42 2.71 -0.54
H -0.65 2.53 1.74
H 0.24 0.41 -1.66
H 1.05 -0.99 -0.69
H -0.34 -1.43 -1.79
H -2.43 0.30 -1.36
H 1.32 0.48 2.26
H 0.80 -1.12 1.73
*
```

Kohn-Sham gap (alpha / beta)	5.10 / 5.63	eV
HOMO level (alpha / beta)	-4.24 / -8.17	eV
energy above the lowest of the compared OMol25 structures with the same formula, charge and spin	36.3	kcal/mol
LUMO (alpha / beta)	0.855 / -2.539	eV